w | Density functional theory data (ωB97M-V/def2-TZVPD) for 2 unconnected molecules or ions with the total composition C4H7N3S.

Each atom is followed by the atoms it is bonded to, with distances in Å.
Atoms and positions in Å:
1 C 0.32212 -2.73134 -0.68310  N2 1.260, H7 1.137, H8 1.081
2 N 0.32186 -1.48056 -0.53437  C1 1.260, N3 1.239
3 N -0.66713 -0.74057 -0.44042  N2 1.239, N4 1.211
4 N -1.11668 -0.03136 0.43213  N3 1.211, S5 1.701
5 S -2.00364 1.40537 0.22839  N4 1.701, C6 1.786
6 C -1.71684 1.68616 1.96831  S5 1.786, H9 1.082, H10 1.108, H11 1.073
7 H 1.35170 -3.17451 -0.87122  C1 1.137
8 H -0.49869 -3.42903 -0.58974  C1 1.081
9 H -0.64955 1.81346 1.84063  C6 1.082
10 H -1.93818 0.84724 2.65734  C6 1.108
11 H -2.12962 2.57997 2.39552  C6 1.073
12 C 2.70104 0.46236 -1.54961  C13 1.218, H14 1.001
13 C 1.59338 0.92776 -1.74987  C12 1.218, H15 1.013
14 H 3.55604 0.28755 -1.05829  C12 1.001
15 H 0.87420 1.57750 -2.04572  C13 1.013

Properties
- Orbital gap: 8.70 eV
- SMILES: C=N/N=N/SC.C#C
- LUMO: 0.535 eV
- Charge: 0



x | Density functional theory data (ωB97M-V/def2-TZVPD) for a single C4H7N3S molecule.

Each atom is followed by the atoms it is bonded to, with distances in Å.
Atoms and positions in Å:
1 H -0.81513 1.17189 3.52762  N2 1.027
2 N -0.30407 0.35250 3.17736  H1 1.027, C3 1.242
3 C -0.06782 0.58456 1.98081  N2 1.242, N4 1.394, H10 1.089
4 N 0.62919 -0.26962 1.12779  C3 1.394, N5 1.363, H11 1.038
5 N 0.24372 -0.35703 -0.17625  N4 1.363, C6 1.480, C8 1.341
6 C 1.01636 0.11784 -1.34619  N5 1.480, C7 1.565, H12 1.123, H13 1.071
7 C -0.29706 -0.23352 -2.12120  C6 1.565, C8 1.509, H14 1.126, H15 1.106
8 C -0.90872 -0.63757 -0.80180  N5 1.341, C7 1.509, S9 1.615
9 S -2.34424 -1.12761 -0.24833  C8 1.615
10 H -0.29738 1.49006 1.42174  C3 1.089
11 H 0.72271 -1.20372 1.56982  N4 1.038
12 H 1.43225 1.15948 -1.28173  C6 1.123
13 H 1.89370 -0.48893 -1.44661  C6 1.071
14 H -0.05665 -1.13602 -2.74981  C7 1.126
15 H -0.84686 0.57769 -2.63324  C7 1.106

Properties
- Orbital gap: 9.36 eV
- SMILES: [H]/N=C/NN1CCC1=S
- LUMO: 0.793 eV
- Charge: 0



y | Density functional theory data (ωB97M-V/def2-TZVPD) for a single C4H7N3S molecule.

Each atom is followed by the atoms it is bonded to, with distances in Å.
Atoms and positions in Å:
1 C -3.02146 0.03847 0.09348  C2 1.475, H9 1.177, H10 1.164, H11 1.160
2 C -1.69200 -0.59779 0.03253  C1 1.475, N3 1.297, H12 1.077
3 N -0.59571 0.09446 -0.00175  C2 1.297, N4 1.391
4 N 0.53175 -0.72056 -0.03061  N3 1.391, C5 1.317
5 C 1.61466 0.02806 -0.06597  N4 1.317, N6 1.347, C7 1.469
6 N 1.67560 1.36877 0.05238  C5 1.347, H13 1.027, H14 0.986
7 C 2.84429 -0.77416 -0.01702  C5 1.469, S8 1.652, H15 1.117
8 S 4.38389 -0.18321 0.08739  C7 1.652
9 H -2.97426 1.06142 -0.48701  C1 1.177
10 H -3.84399 -0.60507 -0.41958  C1 1.164
11 H -3.37111 0.21390 1.18508  C1 1.160
12 H -1.64336 -1.67317 0.04982  C2 1.077
13 H 0.82955 1.88539 -0.21468  N6 1.027
14 H 2.57085 1.73792 -0.13445  N6 0.986
15 H 2.69131 -1.87444 -0.12961  C7 1.117

Properties
- Orbital gap: 7.66 eV
- SMILES: C/C=N/N=C(\N)C=S
- LUMO: -1.110 eV
- Charge: 0



z | Density functional theory data (ωB97M-V/def2-TZVPD) for a single C4H7N3S molecule.

Each atom is followed by the atoms it is bonded to, with distances in Å.
Atoms and positions in Å:
1 H 2.67842 -1.47468 -0.84438  N2 1.012
2 N 2.05674 -1.01017 -0.19507  H1 1.012, C3 1.264
3 C 0.90422 -0.85087 -0.68817  N2 1.264, N4 1.392, H10 1.096
4 N -0.09567 -0.23441 0.05848  C3 1.392, C5 1.406, N7 1.390
5 C -1.40631 -0.00365 -0.39581  N4 1.406, C6 1.323, H11 1.093
6 C -1.77803 0.14306 -1.65716  C5 1.323, H12 1.094, H13 1.082
7 N 0.16616 0.05804 1.39218  N4 1.390, C8 1.361, H14 1.007
8 C 0.68892 1.25482 1.77540  N7 1.361, S9 1.625, H15 1.092
9 S 1.28599 1.55681 3.25624  C8 1.625
10 H 0.56147 -1.18457 -1.67412  C3 1.096
11 H -2.13522 0.07782 0.41497  C5 1.093
12 H -1.07750 0.14468 -2.49684  C6 1.094
13 H -2.82508 0.26396 -1.90099  C6 1.082
14 H 0.36260 -0.73858 1.97610  N7 1.007
15 H 0.61330 1.99774 0.97916  C8 1.092

Properties
- Orbital gap: 9.28 eV
- SMILES: [H]/N=C/N(C=C)NC=S
- LUMO: 0.666 eV
- Charge: 0



Which is the most stable structure? y is the most stable.



w | Density functional theory data (ωB97M-V/def2-TZVPD) for a single C4H7N3S molecule.

Each atom is followed by the atoms it is bonded to, with distances in Å.
Atoms and positions in Å:
1 C 1.53774 1.31084 -2.66389  N2 1.274, H9 1.098, H10 1.114
2 N 1.88060 0.91918 -1.50113  C1 1.274, N3 1.412
3 N 0.77468 0.44161 -0.76429  N2 1.412, C4 1.264
4 C 1.11081 0.04932 0.38912  N3 1.264, C5 1.501, H11 1.098
5 C 0.09268 -0.50850 1.34073  C4 1.501, N6 1.446, H12 1.111, H13 1.077
6 N -1.22185 -0.50337 0.73728  C5 1.446, C7 1.336, H14 1.038
7 C -2.33019 -0.93844 1.34419  N6 1.336, S8 1.635, H15 1.095
8 S -3.83612 -0.96580 0.70809  C7 1.635
9 H 2.32945 1.69867 -3.31771  C1 1.098
10 H 0.48015 1.26599 -3.01231  C1 1.114
11 H 2.15363 0.09964 0.72825  C4 1.098
12 H 0.09889 0.09912 2.27093  C5 1.111
13 H 0.38406 -1.50775 1.61839  C5 1.077
14 H -1.31676 -0.15003 -0.23376  N6 1.038
15 H -2.13776 -1.31048 2.35610  C7 1.095

Properties
- Orbital gap: 8.74 eV
- SMILES: C=N/N=C/CNC=S
- LUMO: 0.422 eV
- Charge: 0



x | Density functional theory data (ωB97M-V/def2-TZVPD) for a single C4H7N3S molecule.

Each atom is followed by the atoms it is bonded to, with distances in Å.
Atoms and positions in Å:
1 C 1.93584 -1.53423 0.45762  C2 1.495, H9 1.043, H10 1.091, H11 1.105
2 C 0.70685 -0.73962 0.15233  C1 1.495, C3 1.364, N8 1.430
3 C -0.41083 -1.15863 0.81226  C2 1.364, S4 1.798, H12 1.086
4 S -1.93484 -0.24178 0.54881  C3 1.798, C5 1.798
5 C -1.45665 1.19746 -0.41698  S4 1.798, N6 1.388, N7 1.385
6 N -2.32546 2.27678 -0.49112  C5 1.388, H13 0.995, H14 1.000
7 N -0.23523 1.22846 -1.07021  C5 1.385, N8 1.335
8 N 0.74549 0.39577 -0.71563  C2 1.430, N7 1.335, H15 1.028
9 H 2.46970 -1.11962 1.25200  C1 1.043
10 H 2.56032 -1.42783 -0.43012  C1 1.091
11 H 1.79312 -2.61433 0.64101  C1 1.105
12 H -0.36220 -1.82384 1.66957  C3 1.086
13 H -3.29208 2.11537 -0.31748  N6 0.995
14 H -1.85723 3.05353 -0.91285  N6 1.000
15 H 1.66324 0.39251 -1.17923  N8 1.028

Properties
- Orbital gap: 7.48 eV
- SMILES: CC1=CSC(N)=NN1
- LUMO: 0.915 eV
- Charge: 0



Which is the most stable structure? w is the most stable.



w | Density functional theory data (ωB97M-V/def2-TZVPD) for a single C4H7N3S molecule.

Each atom is followed by the atoms it is bonded to, with distances in Å.
Atoms and positions in Å:
1 C -0.65470 2.82188 0.67508  N5 1.380, N6 1.263, H9 1.151
2 C -0.19299 0.49985 0.32132  N5 1.201, N7 1.302
3 C 0.48594 -1.24316 -1.25294  N7 1.500, H10 1.029, H11 0.993, H12 1.171
4 C 0.19030 -1.85142 1.00952  N7 1.447, H13 1.050, H14 1.017, H15 1.058
5 N -0.29716 1.51802 0.95050  C1 1.380, C2 1.201
6 N -0.51304 3.32051 -0.47700  C1 1.263, S8 1.615
7 N -0.02381 -0.76777 0.07542  C2 1.302, C3 1.500, C4 1.447
8 S -0.33105 2.49016 -1.84998  N6 1.615
9 H -0.99804 3.54271 1.50403  C1 1.151
10 H 1.48697 -1.48035 -1.25310  C3 1.029
11 H -0.04745 -2.05223 -1.47029  C3 0.993
12 H 0.44137 -0.45779 -2.12040  C3 1.171
13 H 0.02548 -1.41315 1.94984  C4 1.050
14 H -0.62232 -2.45951 0.95251  C4 1.017
15 H 1.05052 -2.46775 0.98549  C4 1.058

Properties
- Orbital gap (alpha / beta): 7.23 / 7.24 eV
- LUMO (alpha / beta): -0.022 / -0.015 eV
- Charge: 0



x | Density functional theory data (ωB97M-V/def2-TZVPD) for a single C4H7N3S molecule.

Each atom is followed by the atoms it is bonded to, with distances in Å.
Atoms and positions in Å:
1 C -1.42943 2.04681 0.15785  C2 1.298, H9 1.219, H10 1.126
2 C -0.82945 0.89919 0.07475  C1 1.298, N3 1.410, H11 1.132
3 N -1.50477 -0.33748 0.01174  C2 1.410, C4 1.390, H12 1.131
4 C -0.89281 -1.57062 -0.17970  N3 1.390, N5 1.289, H13 1.171
5 N 0.26751 -2.01927 0.15832  C4 1.289, C6 1.357
6 C 1.39307 -1.34867 0.51202  N5 1.357, N7 1.293, H14 1.060
7 N 1.94715 -0.70771 -0.46491  C6 1.293, S8 1.919
8 S 3.23869 0.59154 0.10534  N7 1.919, H15 1.355
9 H -2.53209 2.03995 0.67638  C1 1.219
10 H -0.76886 2.94054 -0.02612  C1 1.126
11 H 0.20018 1.00934 -0.38333  C2 1.132
12 H -2.52140 -0.42334 -0.47677  N3 1.131
13 H -1.55483 -2.50068 -0.44130  C4 1.171
14 H 1.77612 -1.59641 1.46933  C6 1.060
15 H 3.21091 0.97681 -1.19358  S8 1.355

Properties
- Orbital gap: 8.84 eV
- SMILES: C=CN/C=N\C=N\S
- LUMO: 0.466 eV
- Charge: 0



Which is the most stable structure? x is the most stable.



w | Density functional theory data (ωB97M-V/def2-TZVPD) for a single C8H13N molecule.

Each atom is followed by the atoms it is bonded to, with distances in Å.
Atoms and positions in Å:
1 C -2.64598 0.06981 1.17172  C2 1.498, H10 1.105, H11 1.089, H12 1.096
2 C -1.71015 0.79099 0.25024  C1 1.498, C3 1.532, C9 1.486, H13 1.071
3 C -0.68781 -0.05576 -0.51419  C2 1.532, C4 1.499, C9 1.479, H14 1.115
4 C 0.23129 -0.03673 -1.69834  C3 1.499, C5 1.553, H15 1.085, H16 1.097
5 C 1.64567 -0.17849 -1.07358  C4 1.553, C6 1.507, C7 1.490, H17 1.091
6 C 1.94365 -1.33114 -0.15024  C5 1.507, C7 1.510, H18 1.074, H19 1.080
7 C 1.90294 0.08538 0.36994  C5 1.490, C6 1.510, N8 1.484, H20 1.083
8 N 0.83229 0.58519 1.26780  C7 1.484, C9 1.451, H21 1.000
9 C -0.25014 1.01807 0.40370  C2 1.486, C3 1.479, N8 1.451, H22 1.088
10 H -2.19284 -0.76763 1.73276  C1 1.105
11 H -3.03515 0.82788 1.85061  C1 1.089
12 H -3.50527 -0.26988 0.58233  C1 1.096
13 H -2.18398 1.54130 -0.35019  C2 1.071
14 H -0.72319 -1.08150 -0.07956  C3 1.115
15 H -0.02103 -0.87227 -2.34301  C4 1.085
16 H 0.23944 0.88352 -2.29523  C4 1.097
17 H 2.48769 0.16750 -1.67542  C5 1.091
18 H 2.93896 -1.73484 -0.16126  C6 1.074
19 H 1.18151 -2.04563 0.12481  C6 1.080
20 H 2.86155 0.51573 0.63337  C7 1.083
21 H 0.60286 -0.06456 1.99282  N8 1.000
22 H 0.08768 1.95305 -0.03908  C9 1.088

Properties
- Orbital gap: 8.95 eV
- SMILES: C[C@@H]1[C@H]2C[C@@H]3C[C@@H]3N[C@H]12
- LUMO: 1.145 eV
- Charge: 0



x | Density functional theory data (ωB97M-V/def2-TZVPD) for a single C8H13N molecule.

Each atom is followed by the atoms it is bonded to, with distances in Å.
Atoms and positions in Å:
1 C -2.66874 -0.16146 0.49462  C2 1.310, H10 1.029, H11 1.124
2 C -1.46334 -0.26475 -0.00746  C1 1.310, C3 1.521, C9 1.626
3 C -0.54738 -1.43096 0.33150  C2 1.521, C4 1.697, H12 1.203, H13 1.048
4 C 1.14734 -1.36216 0.39637  C3 1.697, C5 1.517, H14 1.175, H15 1.098
5 C 1.31009 0.08684 -0.02133  C4 1.517, C6 1.525, C7 1.491, N8 1.502
6 C 1.10658 1.02844 1.16092  C5 1.525, H16 1.169, H17 1.154, H18 1.216
7 C 1.63230 0.77492 -1.30368  C5 1.491, N8 1.323, H19 1.105, H20 1.206
8 N 0.48467 0.11769 -1.27636  C5 1.502, C7 1.323, C9 1.514
9 C -0.87609 0.76275 -1.12261  C2 1.626, N8 1.514, H21 1.078, H22 1.129
10 H -3.34519 0.57382 0.24916  C1 1.029
11 H -2.91169 -0.82366 1.36966  C1 1.124
12 H -1.10069 -1.93541 1.27361  C3 1.203
13 H -0.70157 -1.97068 -0.55396  C3 1.048
14 H 1.27790 -2.06507 -0.53663  C4 1.175
15 H 1.71326 -1.75951 1.24895  C4 1.098
16 H 1.30267 2.16152 0.94815  C6 1.169
17 H 1.86653 0.64156 1.93887  C6 1.154
18 H -0.05267 0.85336 1.48441  C6 1.216
19 H 2.33558 0.26670 -1.98806  C7 1.105
20 H 1.72529 1.95788 -1.51704  C7 1.206
21 H -1.54922 0.79974 -1.96361  C9 1.078
22 H -0.68562 1.74843 -0.60549  C9 1.129

Properties
- Orbital gap: 9.66 eV
- SMILES: C=C1CC[C@@]2(C)CN2C1
- LUMO: 1.028 eV
- Charge: 0



Which is the most stable structure? w is the most stable.